Record 1
26
Properties=species:S:1:pos:R:3:mulliken_charge:R:1 method="wB97M-V/def2-TZVPD" homo_energy_ev=-11.860 total_charge=+1
H 2.09533 -1.84355 0.91985 0.28
S 2.49136 0.50506 0.32172 -0.09
H -2.56593 -0.12064 2.86641 0.31
O 0.02282 -0.14689 -4.09300 -0.69
H 0.24385 -0.60443 -0.69625 0.33
H 0.72411 0.38906 -4.47465 0.32
O -2.77966 -0.90137 -0.05883 -0.52
H -2.30725 0.29120 -1.59771 0.43
C -0.62767 0.00202 -0.43963 0.07
C -0.17305 1.17667 0.44301 -1.03
H -1.22117 1.48648 -1.76022 0.34
H 3.63066 -1.56425 0.08206 0.33
H -1.22797 -1.46702 1.13467 0.52
H -1.49374 0.20428 3.91260 0.30
H 0.83436 -0.06896 1.91679 0.31
O -1.74255 0.36451 2.99456 -0.57
C 2.93929 -1.16379 0.82830 -0.86
H 0.24556 -1.07532 -4.24886 0.33
H 3.52372 -1.14294 1.74212 0.31
H -0.95935 -0.01194 -2.50607 0.25
H -1.00750 1.58395 1.00805 0.41
H 0.04606 1.99935 -0.24174 0.46
H 1.26090 1.67677 1.97995 0.45
C -1.63039 -0.88538 0.29350 -0.08
N -1.30396 0.47836 -1.67529 -0.17
C 0.98215 0.83877 1.34866 -0.77

***

Record 2
23
Properties=species:S:1:pos:R:3:mulliken_spin:R:1 method="wB97M-V/def2-TZVPD" spin_multiplicity=2 homo_energy_ev="0.877 / -6.839" total_charge=-1
H -0.66253 0.99328 -2.13583 -0.01
H -2.27976 -0.59277 -0.75597 -0.01
C 0.27168 0.61084 -0.00643 0.94
H -2.98037 0.89657 -1.36541 -0.06
H -2.63989 0.77593 0.35626 -0.01
C 1.27965 -1.19655 -1.48692 -0.11
O -1.52821 -1.01956 2.46117 0.03
O 3.20553 0.59514 0.98295 0.01
H 2.49438 1.05479 1.46850 -0.10
H -1.53842 -0.32688 3.19599 -0.04
H 0.77671 -2.02345 -1.90145 -0.02
H -0.32578 -1.38875 -0.20639 -0.02
H 3.62307 1.47272 1.05496 -0.03
H -2.08192 -1.71192 2.87223 0.12
C -2.21867 0.51518 -0.66695 0.34
H 1.34800 -0.33031 -2.07863 0.01
H 2.34337 -1.51954 -1.25988 0.01
H -0.15844 0.65310 1.01921 0.04
H 1.16982 -1.27613 0.62979 -0.20
H 1.12711 1.27506 -0.16772 0.05
C -0.88410 1.12541 -1.00406 -0.30
H -0.90428 2.23968 -0.81779 -0.04
C 0.56303 -0.82183 -0.18760 0.40

***

Record order is preserved below.
Energy above the lowest of the compared OMol25 structures with the same formula, charge and spin: 0.0 23.8 kcal per mole
Record order is preserved below.
Max |F|: 1.61 2.88 eV/A